No. 1
# C13H23BN6OPbSi

A molecular structure, C13H23BN6OPbSi at a distorted geometry (the ωB97M-V functional and the def2-TZVPD basis, the OMol25 dataset).

Each line ends with the Löwdin charge.
Element x y z (Å)
1 Pb 0.729 0.367 0.902  1.518
2 Si -0.429 2.688 3.028  0.214
3 O -0.852 1.303 2.270  -0.594
4 N 0.933 -0.721 -2.869  0.162
5 N 0.806 -2.100 -2.925  0.022
6 N -1.016 -1.022 -0.457  0.031
7 N 1.200 -3.041 -0.454  -0.023
8 N 1.400 -1.933 0.350  -0.171
9 N -1.013 -2.209 -1.210  0.049
10 C 1.543 -1.461 -4.907  0.115
11 C 1.819 -4.098 0.114  -0.015
12 C -0.158 2.423 4.931  -0.167
13 C 2.195 -2.292 1.389  -0.159
14 C 2.432 -3.657 1.298  -0.017
15 C -2.264 -2.682 -1.336  0.061
16 C -0.956 2.710 -2.089  -0.054
17 C 1.166 3.386 2.386  -0.226
18 C 1.154 -2.565 -4.154  0.070
19 C -2.311 -0.774 -0.162  -0.022
20 C -3.109 -1.807 -0.679  0.125
21 C 1.397 -0.338 -4.061  -0.036
22 C -1.797 3.994 2.761  -0.166
23 B 0.273 -2.945 -1.701  -0.447
24 H -1.571 4.940 3.278  0.041
25 H -1.893 4.235 1.686  0.022
26 H 2.569 -1.554 2.124  0.114
27 H 2.979 -4.223 2.022  0.113
28 H -1.626 1.978 -1.573  0.007
29 H -1.006 3.646 -1.523  0.021
30 H -2.781 3.647 3.118  0.035
31 H 1.070 3.710 1.344  0.027
32 H 1.091 -3.636 -4.362  0.165
33 H -2.614 0.093 0.404  0.131
34 H 0.005 -4.046 -2.112  0.131
35 H 1.644 0.692 -4.292  0.139
36 H -4.162 -1.936 -0.567  0.146
37 H 2.048 2.741 2.469  0.014
38 H 0.083 3.323 5.519  0.038
39 H -2.443 -3.630 -1.844  0.167
40 H 1.893 -1.514 -5.907  0.137
41 H 1.377 4.278 2.985  0.054
42 H 1.769 -5.063 -0.346  0.132
43 H 0.683 1.731 5.091  0.021
44 H -1.060 1.987 5.384  0.029
45 H -1.298 2.972 -3.144  0.051
46 H 0.100 2.404 -2.179  -0.002

Summary:
**Strongest force on any atom**: 4.3 eV/Å
**Frontier orbital gap (spin up / spin down)**: 0.11747 / 0.10421 hartree
**Spin multiplicity**: 1
**Total charge**: +2
**Total energy**: -38626.731 eV

No. 2
# C3H3NO2S2

C3H3NO2S2 in the gas phase at a distorted geometry (the ωB97M-V functional and the def2-TZVPD basis, the OMol25 dataset).

Each line ends with the Löwdin charge.
Element x y z (Å)
1 S 0.298 -0.318 -0.300  0.990
2 S -0.300 2.831 -1.539  0.694
3 O -0.562 -1.273 2.066  0.063
4 O 1.197 -3.147 -0.223  0.095
5 N -0.731 2.252 0.030  -0.430
6 C -0.569 1.070 0.460  -0.553
7 C 0.608 -2.846 0.759  -0.255
8 C 0.000 -1.501 1.036  -0.649
9 H 0.366 -3.567 1.583  0.144
10 H -1.011 0.819 1.401  0.065
11 H 0.480 1.802 -2.036  -0.164

Summary:
**Strongest force on any atom**: 1.8 eV/Å
**Frontier orbital gap**: 0.29606 hartree
**Relative energy (zero: lowest compared OMol25 entry of this formula, charge and spin)**: 34.7 kcal per mole
**Spin multiplicity**: 1
**SMILES**: O=CC(=O)S/C=N\S
**Total charge**: 0
**Total energy**: -30413.373 eV

No. 3
# C4H8NO5P

2 unconnected molecules or ions with the total composition C4H8NO5P at a distorted geometry (the ωB97M-V functional and the def2-TZVPD basis, the OMol25 dataset).

Each line ends with the Löwdin charge.
Element x y z (Å)
1 P 2.169 -0.833 0.194  0.207
2 O 2.275 -0.627 1.652  -0.376
3 O -2.938 -0.786 0.303  -0.136
4 O -3.503 -2.886 -0.209  -0.153
5 O 1.372 -2.245 -0.054  -0.223
6 O 3.340 -0.826 -0.733  -0.396
7 N 1.158 1.141 -1.460  0.099
8 C -0.135 0.805 0.493  -0.242
9 C 0.982 0.435 -0.416  -0.398
10 C -2.768 -1.888 -0.240  -0.710
11 C -0.353 2.294 0.226  -0.158
12 H -0.705 2.773 1.197  0.080
13 H -1.821 -2.076 -0.749  0.078
14 H 1.868 0.813 -1.993  -0.020
15 H -1.136 0.337 0.401  0.082
16 H 0.231 0.692 1.605  0.125
17 H -1.039 2.246 -0.509  0.016
18 H 0.518 2.833 -0.133  0.048
19 H 0.483 -2.203 0.426  0.079

Summary:
**Strongest force on any atom**: 4.1 eV/Å
**Frontier orbital gap**: 0.30553 hartree
**Relative energy (zero: lowest compared OMol25 entry of this formula, charge and spin)**: 34.1 kcal per mole
**Spin multiplicity**: 1
**Total charge**: -2
**Total energy**: -25296.731 eV

No. 4
# C10H20N3

A gas-phase ion, C10H20N3 (charge +1) at a distorted geometry (the ωB97M-V functional and the def2-TZVPD basis, the OMol25 dataset).

Each line ends with the Löwdin charge.
Element x y z (Å)
1 N -1.221 -1.437 -1.299  0.074
2 N -1.000 0.647 0.183  0.149
3 N -0.253 -1.373 -0.588  0.149
4 C -2.260 -0.656 -1.301  0.056
5 C -2.071 0.528 -0.477  -0.075
6 C -1.774 2.445 1.543  -0.051
7 C 1.088 -2.796 -1.911  -0.051
8 C 0.765 2.039 1.221  -0.037
9 C 1.049 -1.463 -1.049  -0.599
10 C 2.081 -1.482 0.111  -0.014
11 C 1.272 -0.319 -2.041  -0.006
12 C -0.621 0.445 2.567  -0.013
13 C -0.663 1.399 1.374  -0.612
14 H 0.741 2.697 0.241  0.116
15 H 2.179 -0.252 -2.486  0.060
16 H -0.275 1.159 3.422  0.145
17 H 1.015 -3.696 -1.164  0.111
18 H 2.794 -0.528 0.108  0.123
19 H -2.985 -0.965 -2.009  0.128
20 H -2.597 1.952 1.842  0.025
21 H 1.117 2.803 1.937  0.090
22 H 0.526 -0.655 -2.899  0.133
23 H -2.936 1.259 -0.528  0.154
24 H -2.018 3.028 0.563  0.120
25 H 1.480 -1.512 1.098  0.092
26 H 0.124 -2.829 -2.598  0.104
27 H 2.722 -2.378 0.097  0.079
28 H 2.011 -3.068 -2.587  0.127
29 H -1.620 -0.127 2.632  0.128
30 H 0.123 -0.208 2.318  0.014
31 H 1.667 1.433 0.993  0.065
32 H 1.002 0.647 -1.683  0.063
33 H -1.462 3.263 2.369  0.150

Summary:
**Expectation value of S²**: 2.05
**Strongest force on any atom**: 5.8 eV/Å
**Frontier orbital gap (spin up / spin down)**: 0.28562 / 0.23370 hartree
**Relative energy (zero: lowest compared OMol25 entry of this formula, charge and spin)**: 0.0 kcal per mole
**Spin multiplicity**: 3
**Total charge**: +1
**Total energy**: -15151.267 eV

No. 5
# C24H48O27S6

9 unconnected molecules or ions with the total composition C24H48O27S6 at a distorted geometry (the ωB97M-V functional and the def2-TZVPD basis, the OMol25 dataset).

Each line ends with the Löwdin charge.
Element x y z (Å)
1 S -3.145 1.740 9.689  0.813
2 S 5.829 -2.211 -5.673  0.793
3 S 0.911 3.025 -7.363  0.685
4 S 5.894 3.892 7.889  0.775
5 S -1.327 -1.369 0.018  0.794
6 S 6.165 3.715 -2.520  0.728
7 O 6.655 4.643 -3.559  -0.243
8 O -0.713 -0.037 0.813  -0.199
9 O 4.977 -1.756 -4.361  -0.206
10 O -3.992 0.396 10.311  -0.205
11 O -1.569 -8.554 -0.161  -0.132
12 O -0.441 -2.573 -0.089  -0.273
13 O 7.015 -1.326 -5.763  -0.247
14 O 6.353 4.836 6.867  -0.253
15 O -4.404 2.742 10.247  -0.194
16 O 5.436 4.557 -1.346  -0.224
17 O -2.585 -1.514 1.074  -0.188
18 O -2.450 -4.356 -8.656  -0.125
19 O -1.968 -0.949 -1.259  -0.268
20 O -1.954 1.987 10.523  -0.253
21 O 6.118 -3.690 -4.906  -0.196
22 O 2.408 2.430 -7.453  -0.204
23 O 4.726 3.152 -2.997  -0.203
24 O 6.637 2.342 7.802  -0.244
25 O 4.449 3.285 7.489  -0.227
26 O 4.921 -2.346 -6.837  -0.256
27 O 0.166 3.091 -8.584  -0.240
28 O 1.448 4.577 -7.217  -0.243
29 O -4.867 6.049 3.225  -0.157
30 O 6.901 2.557 -1.994  -0.246
31 O -3.012 1.709 8.233  -0.248
32 O 0.214 2.513 -6.169  -0.252
33 O 5.882 4.319 9.344  -0.278
34 C -2.084 -4.117 -7.285  -0.187
35 C 5.963 1.467 6.863  -0.152
36 C 2.818 4.765 -7.693  -0.124
37 C -2.425 -0.836 2.257  -0.217
38 C 4.317 3.964 -0.758  -0.167
39 C -6.108 5.947 3.887  -0.214
40 C -1.390 -4.922 -9.334  -0.275
41 C -2.567 -8.759 1.795  -0.174
42 C 4.501 1.821 7.324  -0.120
43 C 3.365 3.366 -8.044  -0.130
44 C 3.835 3.048 -1.898  -0.169
45 C -7.129 6.393 2.825  -0.176
46 C -0.687 -4.568 -7.216  -0.196
47 C -2.746 -7.780 -0.316  -0.189
48 C -1.186 -8.552 1.157  -0.232
49 C -5.328 0.623 10.583  -0.221
50 C -0.430 -5.523 -8.353  -0.167
51 C 4.399 -2.736 -3.618  -0.225
52 C 5.423 -3.861 -3.691  -0.192
53 C -4.865 6.853 2.003  -0.147
54 C -3.454 -7.685 1.109  -0.143
55 C -5.376 2.056 10.957  -0.240
56 C -6.320 6.539 1.564  -0.176
57 C -1.323 0.208 2.056  -0.178
58 H -6.277 4.917 4.202  0.111
59 H -6.328 5.616 0.984  0.112
60 H -2.614 -6.731 -0.582  0.104
61 H 3.476 -3.085 -4.082  0.127
62 H -0.499 -4.992 -6.230  0.116
63 H 6.254 1.797 5.866  0.118
64 H 3.706 4.820 -0.472  0.136
65 H -7.670 7.245 3.237  0.107
66 H 3.564 1.492 6.874  0.132
67 H -2.804 -4.689 -6.699  0.121
68 H -4.518 -7.813 1.310  0.101
69 H 2.888 3.493 -2.202  0.128
70 H -0.484 -9.371 1.312  0.125
71 H -2.203 -3.057 -7.060  0.121
72 H -4.103 6.664 1.247  0.113
73 H -3.439 -8.108 -1.091  0.112
74 H -5.764 -0.088 11.284  0.146
75 H -3.258 -6.666 1.440  0.091
76 H 0.040 -3.767 -7.355  0.119
77 H 4.683 3.468 0.141  0.128
78 H 4.629 1.365 8.305  0.119
79 H -6.724 7.331 0.934  0.107
80 H -2.436 -8.501 2.846  0.101
81 H 3.631 3.189 -9.086  0.126
82 H -1.920 -5.598 -10.004  0.126
83 H -2.175 -1.545 3.047  0.128
84 H 2.633 5.422 -8.543  0.129
85 H 4.358 3.176 -7.639  0.126
86 H 6.239 0.415 6.937  0.131
87 H -6.317 2.554 10.723  0.139
88 H 5.025 -4.848 -3.457  0.135
89 H -0.753 -7.606 1.481  0.121
90 H -5.833 0.545 9.620  0.130
91 H 0.559 -5.720 -8.767  0.119
92 H 4.065 -2.363 -2.650  0.142
93 H -7.878 5.612 2.701  0.104
94 H -4.692 7.912 2.193  0.107
95 H 6.090 -3.684 -2.848  0.124
96 H -0.555 0.254 2.828  0.134
97 H -5.205 2.204 12.023  0.133
98 H -3.067 -9.712 1.623  0.116
99 H 3.280 5.249 -6.833  0.128
100 H -3.351 -0.343 2.552  0.135
101 H -6.191 6.525 4.807  0.109
102 H -0.865 -6.504 -8.166  0.111
103 H 3.601 2.021 -1.617  0.131
104 H -0.785 -4.214 -9.900  0.116
105 H -1.897 1.132 1.978  0.130

Summary:
**Strongest force on any atom**: 5.3 eV/Å
**Frontier orbital gap**: 0.32674 hartree
**Relative energy (zero: lowest compared OMol25 entry of this formula, charge and spin)**: 176.4 kcal per mole
**Spin multiplicity**: 1
**SMILES**: O=S1(=O)OCCO1.O=S1(=O)OCCO1.O=S1(=O)OCCO1.O=S1(=O)OCCO1.O=S1(=O)OCCO1.O=S1(=O)OCCO1.C1CCOC1.C1CCOC1.C1CCOC1
**Total charge**: 0
**Total energy**: -145945.825 eV

No. 6
# C27H28ClN3O4S

C27H28ClN3O4S in the gas phase at a distorted geometry (the ωB97M-V functional and the def2-TZVPD basis, the OMol25 dataset).

Each line ends with the Löwdin charge.
Element x y z (Å)
1 Cl 0.725 1.225 -2.816  0.642
2 S 3.052 1.779 -1.055  0.709
3 O 3.391 2.535 0.129  -0.305
4 O 3.301 -3.951 1.869  -0.103
5 O 1.331 2.068 2.152  -0.026
6 O 3.562 0.444 -1.246  -0.315
7 N -5.542 -2.926 1.511  -0.178
8 N -2.717 0.033 0.666  -0.027
9 N 5.089 6.125 -6.537  0.151
10 C 3.786 4.245 -2.235  -0.034
11 C 1.466 -0.836 1.729  -0.030
12 C -1.897 1.304 0.513  -0.125
13 C -0.743 3.183 2.521  -0.039
14 C -3.837 -0.087 -0.096  -0.016
15 C -2.518 -0.823 1.703  0.017
16 C -4.601 -1.990 1.208  -0.189
17 C 4.122 5.082 -3.304  -0.018
18 C 3.593 2.874 -2.440  -0.254
19 C -0.457 1.253 0.858  -0.213
20 C 4.326 4.558 -4.583  -0.229
21 C 1.140 1.512 -1.101  -0.620
22 C 1.269 -0.638 0.368  -0.194
23 C 4.741 5.421 -5.667  -0.165
24 C -5.389 -3.875 2.593  -0.045
25 C 0.464 0.550 -0.151  -0.302
26 C 3.963 -4.903 1.002  -0.069
27 C 2.101 -1.960 2.216  0.004
28 C -4.751 -1.099 0.108  0.022
29 C 1.634 -1.665 -0.517  -0.049
30 C -3.415 -1.839 1.980  0.031
31 C -6.833 -3.019 0.864  -0.044
32 C 2.569 -2.944 1.323  -0.278
33 C 2.233 -2.831 -0.053  -0.019
34 C 3.805 2.346 -3.713  -0.069
35 C 0.128 2.136 1.843  -0.490
36 C 4.132 3.188 -4.781  -0.016
37 H 2.229 -2.094 3.286  0.115
38 H 3.655 4.680 -1.247  0.118
39 H -0.268 0.048 -0.786  0.104
40 H -0.088 3.855 3.077  0.078
41 H 4.221 2.788 -5.791  0.123
42 H 1.428 -1.552 -1.584  0.110
43 H -1.440 2.707 3.220  0.075
44 H 0.828 2.552 -0.896  0.095
45 H -4.342 -4.037 2.850  0.080
46 H -1.983 1.585 -0.551  0.120
47 H -5.822 -4.834 2.288  0.098
48 H -5.935 -3.546 3.490  0.106
49 H 1.154 -0.066 2.416  0.096
50 H -1.616 -0.648 2.296  0.145
51 H 4.545 -4.414 0.204  0.095
52 H 4.631 -5.440 1.678  0.086
53 H 3.694 1.279 -3.887  0.111
54 H -6.871 -3.878 0.176  0.104
55 H -1.303 3.796 1.807  0.070
56 H -2.388 2.100 1.100  0.118
57 H 2.443 -3.655 -0.738  0.101
58 H -7.605 -3.189 1.626  0.098
59 H -3.194 -2.467 2.840  0.106
60 H -7.090 -2.117 0.309  0.078
61 H 4.216 6.159 -3.160  0.124
62 H -3.957 0.669 -0.874  0.141
63 H 3.232 -5.596 0.559  0.088
64 H -5.596 -1.159 -0.568  0.103

Summary:
**Strongest force on any atom**: 3.1 eV/Å
**Frontier orbital gap**: 0.22375 hartree
**Relative energy (zero: lowest compared OMol25 entry of this formula, charge and spin)**: 0.0 kcal per mole
**Spin multiplicity**: 1
**Total charge**: 0
**Total energy**: -64467.248 eV

No. 7
# C7H13N4O

A molecular structure, C7H13N4O at a distorted geometry (the ωB97M-V functional and the def2-TZVPD basis, the OMol25 dataset).

Each line ends with the Löwdin charge.
Element x y z (Å)
1 O -3.283 -0.097 0.085  -0.076
2 N 0.896 1.466 -0.226  0.123
3 N 1.670 -1.652 0.473  0.164
4 N -0.022 -0.150 1.542  0.107
5 N 2.991 0.409 -0.114  0.088
6 C 2.486 -0.811 -0.492  -0.190
7 C 0.073 0.182 0.075  -0.332
8 C -2.477 1.070 0.076  -0.174
9 C -2.210 -0.826 -0.545  -0.178
10 C 0.975 -0.949 -0.635  -0.058
11 C -1.271 0.356 -0.577  -0.233
12 C 2.224 1.424 -0.068  -0.197
13 H -2.584 -1.379 -1.525  0.164
14 H 2.719 2.420 0.132  0.160
15 H -1.421 0.825 -1.621  0.189
16 H -1.869 -1.754 0.142  0.154
17 H 0.087 0.801 1.988  0.147
18 H -0.922 -0.571 1.720  0.100
19 H -2.162 1.595 1.117  0.156
20 H 0.490 2.359 -0.243  0.127
21 H 1.201 -1.249 1.423  0.183
22 H 1.816 -2.605 0.325  0.139
23 H -3.024 1.862 -0.418  0.119
24 H 0.506 -1.281 -1.558  0.164
25 H 3.109 -1.446 -1.076  0.153

Summary:
**Strongest force on any atom**: 4.6 eV/Å
**Frontier orbital gap**: 0.38116 hartree
**Relative energy (zero: lowest compared OMol25 entry of this formula, charge and spin)**: 78.0 kcal per mole
**Spin multiplicity**: 1
**Total charge**: +1
**Total energy**: -15467.258 eV

No. 8
# CHBeF3MgNO3S2

A molecular structure, CHBeF3MgNO3S2 at a distorted geometry (the ωB97M-V functional and the def2-TZVPD basis, the OMol25 dataset).

Each line ends with the Löwdin charge.
Element x y z (Å)
1 S 1.030 -0.225 -0.681  1.088
2 S -0.637 1.306 1.221  0.831
3 Mg 1.698 2.083 1.108  1.120
4 F 2.644 -2.171 0.026  0.164
5 F 1.410 -1.432 1.639  0.143
6 F 0.542 -2.683 0.098  0.171
7 O -2.943 0.499 -1.215  -0.159
8 O -2.101 1.912 0.155  -0.412
9 O 2.162 0.705 -0.169  -0.586
10 N -0.406 0.089 -0.024  -0.659
11 C 1.437 -1.743 0.350  -0.755
12 Be -1.566 0.490 -0.690  0.007
13 H -3.271 1.169 -1.819  0.045

Summary:
**Strongest force on any atom**: 9.4 eV/Å
**Frontier orbital gap (spin up / spin down)**: 0.20375 / 0.20372 hartree
**Relative energy (zero: lowest compared OMol25 entry of this formula, charge and spin)**: 0.0 kcal per mole
**Spin multiplicity**: 1
**Total charge**: +1
**Total energy**: -44346.272 eV

> Number 1 is which compound?

C13H23BN6OPbSi

> Number 1 is which compound?

C13H23BN6OPbSi